[1]
The following is a quantum chemistry calculation of a 16-piece molecular cluster, C8H48N16O16 overall, from the Open Molecules 2025 dataset.

## Properties
energy above the lowest of the compared OMol25 structures with the same formula, charge and spin: 0.0 kcal/mol
LUMO energy: -0.65 eV

```
! RIJCOSX wB97M-V def2-TZVPD def2/J DEFGRID3
* xyz 0 1
O 24.7807 -11.1166 16.7074
H 24.0190 -11.1587 17.2955
H 25.5459 -11.2032 17.2941
O 29.1796 -13.6678 17.5115
H 29.2310 -12.7309 17.2825
H 28.7590 -14.0677 16.7416
O 31.9625 -8.7443 14.1200
H 31.2279 -9.3352 14.3294
H 31.5477 -7.9573 13.7554
O 29.6172 -8.0025 18.5602
H 29.3849 -7.6218 17.6932
H 30.2980 -7.4020 18.8871
O 32.0824 -12.8658 17.4658
H 31.1339 -13.0516 17.4094
H 32.3083 -13.0751 18.3781
O 29.2444 -12.9791 12.8459
H 28.4688 -12.9364 12.2853
H 29.0530 -12.3726 13.5787
O 26.6451 -11.8402 18.8121
H 26.7267 -12.7906 18.6674
H 27.5185 -11.5688 19.1317
O 28.9882 -6.3464 16.1620
H 29.5626 -5.7426 15.6835
H 28.4931 -6.8274 15.4632
C 29.6821 -11.1859 20.1806
O 30.3672 -11.2778 19.1661
N 28.9063 -12.2371 20.6041
N 29.4202 -9.9613 20.7375
H 28.9788 -13.0714 20.0422
H 28.3654 -12.2164 21.4485
H 28.7812 -9.9331 21.5110
H 29.6939 -9.1489 20.1922
C 28.8694 -10.6103 16.0677
O 28.2847 -11.5792 15.5465
N 28.1854 -9.5521 16.5619
N 30.2233 -10.5610 16.1303
H 28.5929 -9.1099 17.3677
H 27.1970 -9.4955 16.3865
H 30.6842 -11.4202 15.8721
H 30.6800 -9.9022 16.7424
C 27.4902 -8.2888 13.5217
O 27.4975 -7.1475 13.9779
N 28.5066 -8.8145 12.7712
N 26.5175 -9.1964 13.8280
H 29.2743 -8.2594 12.4436
H 28.3209 -9.6775 12.2931
H 26.7285 -10.1684 13.6778
H 25.6218 -8.9694 14.2171
C 32.7548 -13.1874 13.9269
O 32.8195 -12.1830 13.2447
N 33.8789 -13.7120 14.5511
N 31.6322 -13.9515 14.0778
H 33.7688 -14.3445 15.3215
H 34.6251 -13.0344 14.5886
H 31.6684 -14.9089 14.3667
H 30.7527 -13.5455 13.7821
C 33.7304 -10.4128 20.7051
O 34.9311 -10.5548 20.7995
N 33.0603 -10.4821 19.4990
N 32.8997 -10.0982 21.7670
H 33.6252 -10.3318 18.6811
H 32.0974 -10.8002 19.4022
H 33.3257 -9.7061 22.5880
H 31.9643 -9.8056 21.5540
C 24.1975 -9.2797 20.0055
O 23.2880 -8.7375 20.6122
N 24.1925 -10.6158 19.7049
N 25.2833 -8.5996 19.5177
H 23.3865 -11.1601 19.9469
H 25.0553 -11.0961 19.4737
H 25.9944 -9.1907 19.1272
H 25.3665 -7.6088 19.6250
C 34.9755 -10.2675 16.4097
O 35.4639 -9.2079 16.0386
N 33.6397 -10.5340 16.2101
N 35.6735 -11.2030 17.1076
H 33.0403 -9.8421 15.8012
H 33.3654 -11.4613 16.5048
H 35.2887 -12.0282 17.5228
H 36.6463 -10.9587 17.1741
C 25.3437 -13.2472 13.4791
O 24.9546 -13.7881 12.4669
N 26.3950 -12.3406 13.5672
N 24.7428 -13.3670 14.7126
H 26.7766 -11.9955 12.7111
H 26.7883 -12.3071 14.4934
H 24.1085 -14.1233 14.8782
H 24.9993 -12.6530 15.3831
*
```

[2]
The following is a quantum chemistry calculation of C22H32AsN5RhTe as an isolated structure, from the Open Molecules 2025 dataset.

## Properties
expectation value of S²: 6.030
energy above the lowest of the compared OMol25 structures with the same formula, charge and spin: 0.0 kcal/mol
LUMO energy (alpha / beta): 2.63 / 2.29 eV

```
! RIJCOSX wB97M-V def2-TZVPD def2/J DEFGRID3
* xyz -1 5
Rh -0.9342 0.8619 -2.6405
C 2.6741 0.6339 -3.3714
As 1.4938 0.8615 -1.8359
C 2.4374 -0.3219 -0.5895
C 2.0759 2.6470 -1.2159
C 3.4694 2.7012 -0.6893
C 3.7205 2.4616 0.6636
C 5.0129 2.4683 1.1634
C 6.0889 2.7166 0.3199
C 5.8541 2.9644 -1.0247
C 4.5579 2.9581 -1.5220
H 3.7202 0.7655 -3.0919
H 2.3876 1.3614 -4.1302
H 2.5260 -0.3671 -3.7760
H 3.5055 -0.1037 -0.5733
H 2.2770 -1.3460 -0.9280
H 2.0265 -0.2075 0.4135
H 1.3486 2.9399 -0.4598
H 1.9240 3.2830 -2.0889
H 2.8816 2.2648 1.3225
H 5.1827 2.2797 2.2166
H 7.0994 2.7217 0.7089
H 6.6832 3.1697 -1.6910
H 4.3802 3.1650 -2.5712
C -0.8975 -0.0531 4.3990
C -1.4687 -1.1422 3.4981
C -2.9882 -1.0373 3.3881
C -0.8084 -1.1534 2.1183
N -1.0233 0.0722 1.3677
C -2.0524 0.4470 0.6047
N -1.8284 1.6655 0.1673
N -0.6359 2.0274 0.6856
N -0.1428 1.0873 1.4072
H -1.3384 -0.1137 5.3957
H -1.1114 0.9384 3.9953
H 0.1863 -0.1423 4.4954
H -1.2249 -2.1178 3.9331
H -3.2843 -0.0498 3.0266
H -3.4532 -1.1801 4.3653
H -3.3917 -1.7818 2.6986
H -1.2147 -1.9677 1.5200
H 0.2712 -1.2772 2.1992
H -2.9013 -0.1767 0.3678
Te -0.9504 3.0527 -4.0163
C -0.4402 -3.0742 -0.8730
C -1.9060 -2.7623 -0.8122
C -2.7713 -3.4436 0.0268
C -4.1247 -3.1262 0.1010
C -4.6042 -2.1024 -0.7167
C -3.7828 -1.3918 -1.5728
C -4.3067 -0.2713 -2.4211
C -2.3829 -1.6916 -1.6300
N -1.5365 -1.0031 -2.3924
H -0.1909 -3.9559 -0.2780
H 0.1584 -2.2282 -0.5154
H -0.1287 -3.2345 -1.9087
H -2.3742 -4.2506 0.6387
H -4.7900 -3.6712 0.7585
H -5.6594 -1.8451 -0.6850
H -5.3925 -0.1932 -2.3382
H -4.0391 -0.4203 -3.4698
H -3.8630 0.6888 -2.1371
*
```

[3]
The following is a quantum chemistry calculation of a 5-piece molecular cluster, C2H12O3S2 overall, from the Open Molecules 2025 dataset.

## Properties
energy above the lowest of the compared OMol25 structures with the same formula, charge and spin: 128.3 kcal/mol
LUMO energy: -4.98 eV

```
! RIJCOSX wB97M-V def2-TZVPD def2/J DEFGRID3
* xyz 0 1
C 0.0924 1.5008 -1.4285
C -0.6367 0.7276 -0.3616
S -0.8700 1.5763 1.1247
S 1.5814 -1.2288 -1.6192
H 1.0778 1.6497 -1.0292
H -0.3237 2.4699 -1.6694
H -0.0426 0.8870 -2.3221
H -0.1054 -0.2297 -0.0682
H -1.6193 0.3089 -0.6250
H 2.8923 -1.2744 -1.3399
H 2.3027 -0.0312 0.5864
H 1.4797 0.7675 1.5991
O 2.3521 0.3765 1.4609
H -1.5251 -2.0174 -2.6220
H -0.4483 -1.7759 -1.5630
O -1.3955 -1.9527 -1.6709
H -1.7789 -0.6130 3.9646
H -1.7851 0.0362 2.5813
O -1.9287 -0.8094 3.0323
*
```